## w
Here is 2 unconnected molecules or ions with the total composition C4H13NOS2 from OMol25. Energies are from the ωB97M-V functional and the def2-TZVPD basis.

Output
- net charge = 0
- HOMO level (eV) = -8.2903
- spin multiplicity = 1
- SMILES = CCSSCCN.O

Bonds (Å) are listed after each position.
Geometry (Å):
1 C -1.6522 -0.5562 0.9916  C2 1.527, H8 1.093, H9 1.090, H10 1.082
2 C -1.7685 -1.8026 0.1166  C1 1.527, S3 1.801, H11 1.065, H12 1.088
3 S -0.6110 -1.8630 -1.2620  C2 1.801, S4 2.017
4 S 0.0952 -0.0395 -1.7567  S3 2.017, C5 1.807
5 C 1.1283 0.7004 -0.4724  S4 1.807, C6 1.525, H13 1.087, H14 1.087
6 C 2.0909 -0.2712 0.2017  C5 1.525, N7 1.441, H15 1.091, H16 1.092
7 N 3.0859 -0.8891 -0.6384  C6 1.441, H17 1.008, H18 1.015
8 H -1.8797 0.3575 0.4365  C1 1.093
9 H -2.4133 -0.5947 1.7711  C1 1.090
10 H -0.6617 -0.3630 1.3829  C1 1.082
11 H -1.4800 -2.6020 0.7582  C2 1.065
12 H -2.8353 -1.8888 -0.0791  C2 1.088
13 H 1.7636 1.4144 -0.9897  C5 1.087
14 H 0.5162 1.2121 0.2657  C5 1.087
15 H 2.5592 0.2179 1.0575  C6 1.091
16 H 1.5131 -1.0472 0.7088  C6 1.092
17 H 3.9049 -0.3349 -0.8336  N7 1.008
18 H 2.6499 -1.1285 -1.5235  N7 1.015
19 O -1.9897 2.8151 0.1464  H20 0.959, H21 0.964
20 H -1.4059 3.5680 0.2554  O19 0.959
21 H -2.6097 3.0954 -0.5370  O19 0.964

Löwdin population analysis, charges in e, atoms 1 to 2: number 1, C, carries -0.1782; number 2, C, carries -0.5901


## x
Here is 2 unconnected molecules or ions with the total composition C4H13NOS2 from OMol25. Energies are from the ωB97M-V functional and the def2-TZVPD basis.

Output
- net charge = 0
- HOMO level (eV) = -8.8270
- spin multiplicity = 1
- SMILES = CSSC[C@@H](C)N.O

Bonds (Å) are listed after each position.
Geometry (Å):
1 C -0.3187 -1.7154 2.0819  S2 1.800, H8 1.082, H9 1.096, H10 1.094
2 S 0.9239 -0.4464 2.3762  C1 1.800, S3 1.988
3 S 0.1843 1.3951 2.2534  S2 1.988, C4 1.875
4 C 0.5654 2.0561 0.5407  S3 1.875, C5 1.565, H11 1.089, H12 1.088
5 C -0.2292 1.4991 -0.6872  C4 1.565, C6 1.487, N7 1.475, H13 1.084
6 C 0.6985 1.0509 -1.7598  C5 1.487, H14 1.093, H15 1.097, H16 1.103
7 N -1.0498 0.3132 -0.3763  C5 1.475, H17 1.015, H18 1.004
8 H 0.0805 -2.7004 1.8819  C1 1.082
9 H -0.9659 -1.7595 2.9656  C1 1.096
10 H -1.0370 -1.4390 1.3041  C1 1.094
11 H 0.3106 3.1138 0.4885  C4 1.089
12 H 1.6404 1.9035 0.4767  C4 1.088
13 H -0.9119 2.2715 -1.0223  C5 1.084
14 H 1.4065 0.2543 -1.5161  C6 1.093
15 H 1.2300 1.8735 -2.2539  C6 1.097
16 H 0.1570 0.6136 -2.6149  C6 1.103
17 H -0.6151 -0.5877 -0.5457  N7 1.015
18 H -1.5589 0.3583 0.4879  N7 1.004
19 O -0.4999 -2.8151 -1.2723  H20 0.984, H21 0.945
20 H -0.2353 -2.4408 -2.1435  O19 0.984
21 H 0.2245 -2.7985 -0.6651  O19 0.945

Löwdin population analysis, charges in e, atoms 1 to 2: number 1, C, carries -0.4731; number 2, S, carries 0.4136


w ends up most stable, edging out the next structure by 0.0110 hartree.


## w
Here is CH5N3 in the gas phase from OMol25. Energies are from the ωB97M-V functional and the def2-TZVPD basis.

Output
- net charge = 0
- HOMO level (eV) = -8.4108
- spin multiplicity = 1
- SMILES = NN1CN1

Bonds (Å) are listed after each position.
Geometry (Å):
1 N -1.1628 -0.2762 -1.0382  N2 1.391, H5 1.018, H6 1.011
2 N -0.5892 0.4665 -0.0111  N1 1.391, C3 1.722, N4 1.416
3 C 0.7390 -0.0665 0.9462  N2 1.722, N4 1.390, H7 1.085, H8 1.083
4 N 0.7953 0.6396 -0.2504  N2 1.416, C3 1.390, H9 1.014
5 H -0.5718 -1.0201 -1.4031  N1 1.018
6 H -2.0714 -0.6160 -0.7518  N1 1.011
7 H 0.9606 0.4067 1.8975  C3 1.085
8 H 0.8110 -1.1442 0.8730  C3 1.083
9 H 1.0892 1.6102 -0.2622  N4 1.014

Löwdin population analysis, charges in e, atoms 1 to 2: number 1, N, carries -0.0126; number 2, N, carries -0.1709


## x
Here is CH5N3 in the gas phase from OMol25. Energies are from the ωB97M-V functional and the def2-TZVPD basis.

Output
- net charge = 0
- HOMO level (eV) = -8.4895
- spin multiplicity = 1
- SMILES = N=C(N)N

Bonds (Å) are listed after each position.
Geometry (Å):
1 N 0.5154 -0.2369 -1.2554  C2 1.280, H5 1.010
2 C -0.0084 -0.0030 -0.1113  N1 1.280, N3 1.381, N4 1.396
3 N -0.7913 1.0887 0.2067  C2 1.381, H6 1.015, H7 1.012
4 N 0.3609 -0.7956 0.9770  C2 1.396, H8 1.005, H9 1.001
5 H 1.5171 -0.2558 -1.3866  N1 1.010
6 H -1.6490 0.8546 0.6960  N3 1.015
7 H -1.0595 1.5674 -0.6435  N3 1.012
8 H -0.1550 -0.6598 1.8286  N4 1.005
9 H 0.4694 -1.7349 0.6481  N4 1.001

Löwdin population analysis, charges in e, atoms 1 to 2: number 1, N, carries 0.0552; number 2, C, carries -0.6448


x ends up most stable, edging out the next structure by 0.1223 hartree.


## w
Here is C12H12S in the gas phase from OMol25. Energies are from the ωB97M-V functional and the def2-TZVPD basis.

Output
- net charge = 0
- HOMO level (eV) = -8.3261
- spin multiplicity = 1
- SMILES = S/C=C/C=C\C=C/c1ccccc1

Bonds (Å) are listed after each position.
Geometry (Å):
1 S 0.8191 -0.7653 -3.4410  C2 1.794, H14 1.330
2 C -0.6658 -0.8317 -2.4368  S1 1.794, C3 1.328, H15 1.092
3 C -1.0755 0.2305 -1.7525  C2 1.328, C4 1.460, H16 1.053
4 C -2.1551 0.2405 -0.7699  C3 1.460, C5 1.349, H17 1.092
5 C -2.2704 -0.5982 0.2803  C4 1.349, C6 1.436, H18 1.078
6 C -1.3907 -1.7014 0.5458  C5 1.436, C7 1.332, H19 1.079
7 C -0.1521 -1.7622 1.0313  C6 1.332, C8 1.442, H20 1.135
8 C 0.6488 -0.5679 1.1331  C7 1.442, C9 1.392, C13 1.461
9 C 0.0456 0.6632 1.3733  C8 1.392, C10 1.382, H21 1.071
10 C 0.7859 1.8303 1.3959  C9 1.382, C11 1.408, H22 1.128
11 C 2.1193 1.8635 0.9449  C10 1.408, C12 1.394, H23 1.109
12 C 2.7863 0.6447 0.8287  C11 1.394, C13 1.377, H24 1.055
13 C 2.0931 -0.5417 0.9125  C8 1.461, C12 1.377, H25 1.106
14 H 1.6887 -0.5308 -2.4620  S1 1.330
15 H -1.1631 -1.7756 -2.2033  C2 1.092
16 H -0.4783 1.0957 -1.8136  C3 1.053
17 H -2.9513 0.9872 -0.7698  C4 1.092
18 H -3.2345 -0.4885 0.7492  C5 1.078
19 H -1.7990 -2.6986 0.6078  C6 1.079
20 H 0.1311 -2.8342 1.2745  C7 1.135
21 H -1.0099 0.5557 1.5215  C9 1.071
22 H 0.1535 2.7608 1.4737  C10 1.128
23 H 2.6047 2.8435 0.7582  C11 1.109
24 H 3.6911 0.9063 0.3523  C12 1.055
25 H 2.7311 -1.4366 0.7863  C13 1.106

Löwdin population analysis, charges in e, atoms 1 to 2: number 1, S, carries 0.7160; number 2, C, carries -0.4933


## x
Here is 2 unconnected molecules or ions with the total composition C12H12S from OMol25. Energies are from the ωB97M-V functional and the def2-TZVPD basis.

Output
- net charge = 0
- HOMO level (eV) = -8.0037
- spin multiplicity = 1
- SMILES = Sc1cccc2ccccc12.C=C

Bonds (Å) are listed after each position.
Geometry (Å):
1 S 0.5875 -1.9734 -2.3072  C2 1.744, H12 1.527
2 C -0.2742 -1.6131 -0.8339  S1 1.744, C3 1.326, C11 1.382
3 C -0.2916 -2.5236 0.1299  C2 1.326, C4 1.410, H13 1.096
4 C -0.8366 -2.3564 1.4197  C3 1.410, C5 1.428, H14 1.081
5 C -1.4038 -1.0675 1.6603  C4 1.428, C6 1.464, H15 1.078
6 C -1.7985 -0.3371 0.4543  C5 1.464, C7 1.411, C11 1.423
7 C -2.4241 0.9160 0.6280  C6 1.411, C8 1.381, H16 1.121
8 C -2.9018 1.6278 -0.4547  C7 1.381, C9 1.392, H17 1.146
9 C -2.5754 1.1687 -1.7276  C8 1.392, C10 1.366, H18 1.115
10 C -1.5787 0.2422 -1.8415  C9 1.366, C11 1.375, H19 1.191
11 C -1.1706 -0.5620 -0.8030  C2 1.382, C6 1.423, C10 1.375
12 H 1.8025 -2.5335 -1.5702  S1 1.527
13 H 0.2472 -3.4780 0.0987  C3 1.096
14 H -0.5566 -2.8600 2.3339  C4 1.081
15 H -1.6022 -0.5455 2.5822  C5 1.078
16 H -2.6191 1.4120 1.6142  C7 1.121
17 H -3.5753 2.5208 -0.2032  C8 1.146
18 H -2.9205 1.6578 -2.6679  C9 1.115
19 H -1.1567 0.1418 -2.9509  C10 1.191
20 C 2.3900 -0.2878 1.5832  C21 1.303, H22 1.126, H23 1.114
21 C 2.1630 -0.4008 0.3049  C20 1.303, H24 1.102, H25 1.082
22 H 2.9233 0.6353 1.9453  C20 1.126
23 H 2.0343 -0.9954 2.3668  C20 1.114
24 H 1.6019 -1.2634 -0.0881  C21 1.102
25 H 2.5455 0.3571 -0.3661  C21 1.082

Löwdin population analysis, charges in e, atoms 1 to 2: number 1, S, carries 0.7930; number 2, C, carries -0.6901


x ends up most stable, edging out the next structure by 0.0075 hartree.